ORCA calculation (ωB97M-V/def2-TZVPD) on a structure of composition C19H16AuN3OS.

Each line ends with the natural charge from an NBO analysis.
Atoms and positions in Å:
Au -0.35170 -1.27821 -0.59462  1.256
C -2.91743 -3.53919 3.65861  -0.407
N -2.66711 -2.15170 3.33125  -0.358
C -3.07253 -1.09797 4.10921  -0.045
C -2.68915 0.04465 3.53410  -0.078
N -2.01178 -0.21086 2.34723  -0.371
C -1.97481 -1.65372 2.17519  0.243
S -1.32461 -2.62107 0.98174  -0.100
C -1.45469 0.75809 1.45962  0.389
C -1.55939 2.12352 1.74259  -0.283
C -1.01126 3.06615 0.86845  -0.133
C -0.36513 2.63555 -0.27771  -0.262
C -0.29693 1.27602 -0.49731  0.103
N -0.82202 0.35374 0.33864  -0.634
H -3.46742 -3.62131 4.60054  0.219
H -1.96206 -4.06446 3.74901  0.229
H -3.50216 -3.99732 2.85567  0.226
H -3.61429 -1.23557 5.03280  0.234
H -2.86806 1.03564 3.91688  0.235
H -2.05780 2.49204 2.62944  0.215
H -1.09206 4.12706 1.08736  0.221
H 0.07228 3.33627 -0.97913  0.234
H 0.19541 0.87034 -1.37648  0.225
O 1.05690 -1.33955 0.22250  -0.871
C 4.69028 -0.18104 -2.27623  -0.192
C 4.05846 -0.95723 -1.30734  -0.248
C 2.66634 -0.95304 -1.20767  -0.141
C 1.89623 -0.17151 -2.07762  -0.144
C 0.50159 -0.16374 -1.98190  -0.341
C -0.26970 0.61183 -2.84469  -0.274
C 0.34934 1.39229 -3.81774  -0.220
C 1.74195 1.39596 -3.92685  -0.241
C 2.53086 0.61814 -3.06271  0.033
C 3.93236 0.60231 -3.14930  -0.241
H 5.77446 -0.18476 -2.35338  0.202
H 4.64893 -1.56665 -0.62813  0.202
H 2.18506 -1.56347 -0.44677  0.292
H -1.35144 0.60197 -2.75163  0.206
H -0.24998 1.99818 -4.49213  0.211
H 2.20928 2.01123 -4.69245  0.206
H 4.44382 1.20138 -3.89907  0.200

Results
Orbital gap (spin up / spin down)   6.07 / 6.09 eV
Relative energy (zero: lowest compared OMol25 entry of this formula, charge and spin)   212.47 kcal per mole
Total charge   0
E_tot   -40994.2599 eV
E_HOMO (spin up / spin down)   -6.11 / -6.13 eV